1.
{
  "formula": "C39H46Br2Cl34F4N4O5PS3",
  "method": "the ωB97M-V functional and the def2-TZVPD basis",
  "symbols": ["C", "C", "O", "C", "C", "O", "N", "C", "C", "N", "C", "C", "C", "F", "Br", "C", "F", "F", "Br", "C", "C", "C", "C", "S", "C", "S", "N", "C", "C", "C", "C", "C", "C", "C", "C", "C", "C", "C", "C", "P", "O", "Cl", "C", "N", "S", "O", "O", "F", "H", "H", "H", "H", "H", "H", "H", "H", "H", "H", "H", "H", "H", "H", "H", "H", "H", "H", "H", "H", "H", "H", "H", "H", "H", "H", "H", "H", "H", "H", "H", "H", "H", "H", "H", "C", "Cl", "Cl", "Cl", "H", "C", "Cl", "Cl", "Cl", "H", "C", "Cl", "Cl", "Cl", "H", "C", "Cl", "Cl", "Cl", "H", "C", "Cl", "Cl", "Cl", "H", "C", "Cl", "Cl", "Cl", "H", "C", "Cl", "Cl", "Cl", "H", "C", "Cl", "Cl", "Cl", "H", "C", "Cl", "Cl", "Cl", "H", "C", "Cl", "Cl", "Cl", "H", "C", "Cl", "Cl", "Cl", "H"],
  "xyz": [[0.2945, 3.1095, -3.1273], [1.8059, 2.8612, -2.9979], [2.2194, 3.2804, -1.6840], [2.3341, 2.2111, -0.7777], [3.8007, 2.1468, -0.3280], [4.1476, 0.9699, 0.4603], [3.7114, -0.1774, -0.1435], [4.4161, -0.6069, -1.3581], [2.7147, -0.7937, 0.3838], [2.1585, -1.9400, -0.1923], [2.9585, -3.1583, -0.0738], [2.4775, -4.3012, -1.0078], [3.6404, -5.0701, -1.6321], [4.6995, -5.1713, -0.7956], [3.0099, -6.9274, -1.8703], [4.0863, -4.4996, -3.0390], [3.2608, -3.5247, -3.4655], [4.0510, -5.4492, -3.9687], [5.8893, -3.7461, -2.9827], [0.7062, -1.9943, 0.2104], [0.2974, -3.1361, 1.1506], [-0.9307, -2.8796, 2.0483], [-2.3044, -3.0153, 1.3724], [-3.0359, -1.3774, 1.0818], [-4.6387, -1.6904, 0.3892], [-5.2243, -3.2076, 0.3691], [-5.4189, -0.6362, -0.1802], [-4.6200, 0.1634, -1.1078], [-4.5488, -0.2188, -2.4289], [-3.8451, 0.5158, -3.3451], [-3.1704, 1.6608, -2.9784], [-3.2111, 2.0304, -1.6502], [-3.9221, 1.2893, -0.7411], [-5.9988, 0.2484, 0.8238], [-5.7339, 0.2153, 2.1653], [-6.2965, 1.1121, 3.0600], [-7.1473, 2.0603, 2.5668], [-7.4507, 2.0995, 1.2228], [-6.8834, 1.2078, 0.3547], [-0.1294, -1.9299, -1.5419], [-1.1591, -3.2103, -1.6420], [-1.3780, -0.2998, -1.6098], [0.5608, -0.5872, 0.8349], [1.9042, -0.5140, 1.4756], [2.2608, 0.5513, 2.6808], [1.9869, 1.8919, 2.3588], [3.5404, 0.2404, 3.1768], [1.2011, 0.1248, 3.7370], [0.0056, 2.9139, -4.1659], [0.1318, 4.1724, -2.9330], [-0.2526, 2.4777, -2.4197], [2.3138, 3.5079, -3.7211], [2.0834, 1.8216, -3.2260], [1.9528, 1.2630, -1.1885], [1.7019, 2.4633, 0.0844], [3.9789, 3.0007, 0.3293], [4.5128, 2.2486, -1.1549], [3.7059, -1.0619, -2.0545], [5.1200, -1.3990, -1.0770], [5.0080, 0.2023, -1.7782], [4.0002, -2.9665, -0.3536], [3.0285, -3.5434, 0.9509], [1.7678, -3.9769, -1.7729], [1.9471, -5.0152, -0.3721], [1.1018, -3.4426, 1.8316], [0.0719, -4.0377, 0.5635], [-0.8550, -1.9556, 2.6317], [-0.9027, -3.6770, 2.8006], [-2.9578, -3.5081, 2.1054], [-2.3198, -3.6601, 0.4905], [-5.0675, -1.1181, -2.7540], [-3.8134, 0.2294, -4.3935], [-2.6349, 2.2632, -3.7056], [-2.6794, 2.9213, -1.3241], [-3.9071, 1.6370, 0.2860], [-5.0609, -0.5294, 2.5824], [-6.0260, 1.0585, 4.1083], [-7.5865, 2.7787, 3.2546], [-8.1468, 2.8202, 0.8044], [-7.1254, 1.2589, -0.7031], [-0.7627, -4.0257, -1.3042], [-0.3324, -0.3490, 1.4126], [0.6014, 0.2323, 0.1041], [1.5124, 4.7161, -6.7582], [0.1213, 4.1101, -7.6536], [1.0027, 5.8375, -5.4959], [2.4274, 3.3723, -6.0627], [2.1602, 5.2492, -7.4440], [-0.3305, 9.0190, -7.9549], [0.6003, 7.5705, -8.3526], [-1.3671, 8.7268, -6.5569], [0.7411, 10.3878, -7.6627], [-0.9618, 9.2562, -8.8016], [-1.8713, 0.0578, 5.3262], [-1.6535, 0.0506, 7.0751], [-2.7623, -1.3770, 4.8029], [-2.6824, 1.5320, 4.8011], [-0.8931, 0.0306, 4.8645], [4.4163, -0.9562, 6.0941], [5.1493, -2.4698, 5.5372], [3.4848, -1.2177, 7.5671], [5.6516, 0.2737, 6.3423], [3.7439, -0.6091, 5.3234], [6.6823, 3.0087, -6.1783], [5.7711, 1.7687, -5.2960], [5.5841, 4.1080, -7.0066], [7.7487, 3.8886, -5.0860], [7.2922, 2.5120, -6.9221], [-2.8225, 4.8398, 2.4326], [-1.4927, 4.7071, 1.2669], [-3.6859, 6.3594, 2.2232], [-3.9202, 3.4662, 2.2765], [-2.4058, 4.8295, 3.4387], [5.9619, -6.1239, 4.7472], [6.8943, -6.0645, 3.2483], [4.3866, -6.8715, 4.4716], [6.8488, -6.9832, 6.0020], [5.7980, -5.1086, 5.0840], [1.6805, -5.9205, 7.6206], [2.8388, -4.8242, 6.8615], [1.6766, -5.7022, 9.3690], [0.0640, -5.6800, 6.9527], [1.9838, -6.9377, 7.4056], [-3.5310, 5.3953, 6.6659], [-2.1759, 5.2260, 5.5331], [-4.3553, 6.9296, 6.4132], [-4.6546, 4.0474, 6.5001], [-3.1300, 5.3838, 7.6714], [-2.8364, 1.8167, -9.2166], [-2.9661, 1.2530, -7.5459], [-2.8317, 3.5799, -9.2782], [-1.3889, 1.1620, -9.9822], [-3.7005, 1.4601, -9.7625], [-2.7314, -6.9024, 3.1322], [-3.6539, -5.6045, 2.3683], [-0.9911, -6.6292, 2.9267], [-3.1310, -7.0482, 4.8387], [-2.9857, -7.8335, 2.6413]],
  "mulliken_charge": [-0.34, -0.30, -0.50, 0.56, -0.86, -0.33, 0.86, -1.06, -1.46, 1.59, -1.19, -1.08, 0.35, -0.25, -0.08, 0.67, -0.23, -0.23, -0.10, 0.96, -1.28, -1.11, -1.22, 0.30, -0.41, -0.20, 0.40, -0.37, -0.44, -0.67, -0.36, -0.92, 1.03, -0.18, 0.22, -0.94, -0.41, -0.73, 0.02, 0.22, -0.57, 0.46, -1.81, 0.58, 1.03, -0.64, -0.52, -0.21, 0.28, 0.31, -0.18, 0.20, 0.27, 0.14, 0.03, 0.37, 0.34, 0.37, 0.48, 0.29, 0.84, 0.29, 0.32, 0.68, 0.53, 0.40, 0.25, 0.27, 0.45, 0.95, 0.51, 0.33, 0.47, 0.45, -0.19, 0.34, 0.44, 0.40, 0.41, 0.45, 0.43, 0.65, 0.05, -0.30, 0.01, -0.07, -0.06, 0.46, 0.00, -0.08, -0.11, -0.12, 0.32, 0.97, -0.14, -0.08, 0.02, -0.68, 0.92, -0.18, -0.11, -0.13, -0.58, -0.03, -0.10, -0.08, -0.12, 0.33, 0.70, -0.11, -0.11, 0.03, -0.54, 0.83, -0.12, -0.11, -0.12, -0.44, -0.08, 0.02, -0.12, -0.08, 0.29, -0.04, -0.13, -0.10, -0.09, 0.36, -0.10, -0.05, -0.11, -0.11, 0.36, -0.14, -0.01, -0.09, -0.10, 0.38],
  "lumo_ev": -3.4,
  "orbital_gap_ha": 0.2476,
  "e_homo_ev": -10.1,
  "charge": 1,
  "e_above_lowest_kcal_mol": 0.0
}


2.
{
  "formula": "C39H46Br2N3O5PPtS",
  "method": "the ωB97M-V functional and the def2-TZVPD basis",
  "symbols": ["Pt", "C", "C", "C", "C", "C", "C", "C", "C", "C", "C", "N", "C", "C", "C", "C", "C", "N", "H", "H", "H", "H", "H", "H", "H", "H", "H", "H", "H", "H", "H", "H", "H", "H", "H", "C", "C", "C", "C", "C", "C", "Br", "C", "C", "Br", "C", "O", "C", "N", "H", "H", "H", "H", "H", "H", "C", "C", "C", "C", "O", "P", "O", "O", "O", "C", "C", "C", "C", "H", "H", "H", "H", "H", "H", "H", "H", "H", "H", "H", "H", "H", "H", "H", "H", "H", "H", "S", "C", "C", "C", "C", "C", "C", "H", "H", "H", "H", "H"],
  "xyz": [[-1.6849, -1.7157, 0.9430], [-1.2693, 3.6393, -1.0396], [-1.3244, 2.3550, -0.2011], [-1.9383, 2.2920, 1.1748], [-2.8397, 3.2998, 1.6155], [-3.6657, 3.1048, 2.7338], [-3.3522, 2.0981, 3.6358], [-2.4319, 1.1209, 3.3560], [-2.1717, -0.0336, 4.2480], [-2.4581, 0.1920, 5.7565], [-1.7884, 1.1693, 2.0682], [-0.9606, 0.0803, 1.7705], [0.2141, -0.0743, 2.3674], [0.9727, -1.1585, 2.0379], [2.2304, -1.6691, 2.2823], [2.2902, -2.9097, 1.6204], [1.0735, -3.1091, 0.9872], [0.2312, -2.0630, 1.2249], [-0.8870, 3.4269, -2.0630], [-0.4852, 4.3545, -0.7037], [-2.1903, 4.1910, -1.1000], [-0.2905, 1.9163, -0.2368], [-2.0129, 1.7007, -0.8260], [-2.9411, 4.2194, 1.0329], [-4.4974, 3.7804, 2.8430], [-3.8367, 2.0703, 4.6035], [-1.1945, -0.4117, 4.0246], [-2.9196, -0.7737, 3.8771], [-2.0576, 1.1134, 6.1754], [-2.0198, -0.6223, 6.3299], [-3.5258, 0.0914, 6.0341], [0.6405, 0.6004, 3.0849], [2.9970, -1.2565, 2.9151], [3.0934, -3.6256, 1.6143], [0.8035, -3.9919, 0.4319], [0.2079, -1.8576, -2.1763], [-1.2147, -1.5170, -2.4389], [-1.7497, -1.6281, -3.7517], [-3.0569, -1.4119, -3.9784], [-3.8941, -1.1968, -2.8377], [-5.3001, -1.1146, -2.9439], [-6.1547, -1.0231, -4.5884], [-6.1410, -1.0446, -1.7987], [-5.5401, -0.8208, -0.5500], [-6.7118, -0.2720, 0.8173], [-4.1338, -0.9005, -0.3322], [-3.5580, -0.8645, 0.8758], [-3.3185, -1.1065, -1.5299], [-1.9532, -1.1549, -1.3876], [0.2821, -2.6181, -1.3060], [0.7305, -0.9357, -1.8886], [0.6874, -2.2721, -3.0857], [-1.1029, -1.8289, -4.5830], [-3.4872, -1.3817, -4.9669], [-7.1768, -0.9713, -1.9478], [3.4063, 5.0314, 0.0793], [3.3918, 3.5789, 0.5611], [2.1811, 3.3312, 1.4476], [4.7072, 3.1833, 1.1647], [3.1840, 2.8235, -0.6410], [2.8039, 1.2315, -0.8612], [3.7317, 0.3150, -0.1207], [1.2986, 1.1145, -0.6780], [2.9271, 1.2248, -2.4569], [4.1295, 1.2228, -3.2696], [4.1387, 2.5355, -4.0683], [3.8671, -0.0419, -4.1579], [5.3453, 1.2037, -2.4251], [3.5587, 5.7686, 0.9113], [2.4751, 5.2752, -0.4606], [4.1390, 5.1796, -0.6886], [2.1863, 4.0828, 2.2402], [2.2506, 2.3162, 1.8352], [1.2576, 3.3615, 0.8548], [4.7735, 3.7017, 2.1411], [5.5964, 3.4994, 0.5977], [4.8235, 2.1046, 1.2931], [3.2963, 2.5798, -4.7961], [5.1105, 2.7325, -4.5794], [4.0623, 3.3000, -3.2980], [2.8873, 0.1044, -4.5645], [3.8810, -0.8936, -3.4571], [4.5695, -0.1198, -4.9904], [5.2985, 2.0064, -1.7058], [6.3264, 1.3812, -2.9681], [5.5247, 0.2929, -1.8048], [-2.8103, -3.5192, 1.7545], [-1.8185, -4.7743, 1.2072], [-1.7494, -5.0268, -0.1848], [-1.1359, -6.1928, -0.6725], [-0.7012, -7.1596, 0.2053], [-0.5296, -6.8456, 1.5928], [-1.0731, -5.6459, 2.0509], [-2.1740, -4.2556, -0.7857], [-0.9254, -6.3738, -1.7214], [-0.4780, -8.1372, -0.1581], [-0.0460, -7.5856, 2.2308], [-0.9053, -5.3919, 3.1270]],
  "mulliken_charge": [2.63, -1.70, 2.35, 0.51, -1.44, -1.23, -0.73, 1.19, 0.32, -1.68, -0.42, -0.12, 0.01, -0.15, -1.01, -1.34, -0.27, 0.44, 0.39, 0.25, 0.49, -0.85, -0.28, 0.42, 0.44, 0.37, 0.25, 0.07, 0.36, 0.45, 0.35, 0.54, 0.52, 0.48, 0.74, -0.41, 0.46, -1.17, -1.11, 0.83, 0.46, -0.15, -0.80, 0.10, -0.11, 0.44, -0.53, -0.23, -0.05, -0.52, -0.06, 0.63, 0.58, 0.36, 0.50, -1.71, 1.93, -1.15, -1.84, 0.03, 0.31, -0.83, -0.64, -0.29, 1.62, -1.39, -1.64, -1.44, 0.35, 0.32, 0.42, 0.63, 0.15, -0.07, 0.50, 0.36, 0.25, 0.30, 0.37, 0.21, 0.34, 0.29, 0.41, 0.34, 0.37, 0.25, -0.44, 0.47, -0.15, -0.76, -0.45, -0.63, -0.31, 0.39, 0.36, 0.42, 0.41, 0.34],
  "lumo_ev": [-1.5, -3.7],
  "orbital_gap_ha": [0.1824, 0.1489],
  "e_homo_ev": [-6.5, -7.7],
  "s_squared": 6.095,
  "charge": 0,
  "e_above_lowest_kcal_mol": 44.0,
  "spin_multiplicity": 5
}


The records above yield M values of 2219.20; 1054.74 g/mol, respectively.
The records above yield calculated total energy values of -675888.0141; -219350.4537 eV, respectively.